# 1
The following is a DFT calculation (wB97M-V/def2-TZVPD) of a molecular structure, C35H24N12O7P2SSc in a non-equilibrium geometry.

Orbital gap = 5.1 eV
E_HOMO = -3.1 eV
Molar mass = 863.6 g mol⁻¹
Total energy = -4373.89493 a.u.
Total charge = -1
Strongest force on any atom = 0.0360 Eh/bohr
Energy relative to the best compared isomer or geometry (same formula, charge and spin) = 1009.75 kJ/mol

Geometry (Å):
Sc: -1.723 -1.531 0.253
C: -0.740 5.074 0.405
C: -2.040 5.059 -0.096
C: -2.686 3.858 -0.373
C: -2.009 2.694 -0.095
C: -2.300 1.267 -0.402
N: -2.097 0.972 -1.873
C: -0.843 1.246 -2.379
C: -0.420 2.445 -2.967
C: -1.109 3.414 -3.726
C: -0.433 4.530 -4.144
C: 0.929 4.733 -3.799
C: 1.606 3.821 -3.027
C: 0.941 2.649 -2.619
C: 1.342 1.610 -1.739
N: 2.179 1.903 -0.698
C: 2.010 1.575 0.528
N: 0.900 0.856 1.080
C: 1.363 0.152 2.324
N: 0.886 -1.052 2.802
C: 1.275 -1.644 1.588
N: 0.383 -1.809 0.525
C: 0.990 -1.198 -0.545
N: 0.130 -0.611 -1.366
C: -0.357 1.283 0.704
N: -1.373 0.517 0.462
C: -0.712 2.700 0.408
C: -0.053 3.892 0.658
C: 2.426 -1.168 -0.356
C: 3.499 -0.938 -1.221
C: 4.775 -1.060 -0.711
C: 4.973 -1.414 0.642
C: 3.915 -1.648 1.495
C: 2.612 -1.510 0.993
C: 2.520 0.933 2.696
C: 3.296 0.855 3.856
C: 4.436 1.634 3.947
C: 4.843 2.460 2.885
C: 4.107 2.503 1.715
C: 2.943 1.748 1.630
N: 0.291 0.664 -1.787
H: -0.254 6.021 0.598
H: -2.550 5.997 -0.281
H: -3.681 3.831 -0.804
H: -2.156 3.264 -3.969
H: -0.943 5.275 -4.744
H: 1.438 5.626 -4.143
H: 2.635 3.988 -2.731
H: 0.967 3.904 1.027
H: 3.332 -0.678 -2.261
H: 5.633 -0.893 -1.351
H: 5.985 -1.499 1.021
H: 4.082 -1.906 2.534
H: 2.997 0.187 4.656
H: 5.035 1.601 4.850
H: 5.744 3.053 2.982
H: 4.422 3.111 0.873
C: -1.858 -7.063 -0.002
C: -1.731 -6.198 1.196
N: -1.576 -6.601 2.410
N: -1.541 -5.428 3.135
C: -1.644 -4.296 2.405
S: -1.609 -2.724 2.912
N: -1.769 -4.820 1.145
N: -1.923 -4.035 0.004
H: -1.884 -8.100 0.322
H: -1.013 -6.931 -0.682
H: -2.775 -6.835 -0.549
H: -1.387 -5.443 4.126
H: -2.921 -3.962 -0.204
H: -1.472 -4.488 -0.779
O: -3.984 0.112 -3.174
P: -3.371 -0.287 -1.747
O: -3.568 0.675 -0.387
O: -2.478 -1.539 -1.629
O: -4.837 -1.056 -1.293
P: -4.921 -1.983 0.015
O: -4.754 -3.494 -0.608
O: -6.229 -1.891 0.674
O: -3.619 -1.835 0.815
H: -4.861 -0.283 -3.268
H: -5.638 -3.843 -0.767



# 2
The following is a DFT calculation (wB97M-V/def2-TZVPD) of a molecular structure, C35H25AsCsIO2S in a non-equilibrium geometry.

Orbital gap = 4.3 eV
E_HOMO = -0.6 eV
Molar mass = 844.4 g mol⁻¹
Total energy = -4450.97811 a.u.
Total charge = -2
Strongest force on any atom = 0.0636 Eh/bohr
Energy relative to the best compared isomer or geometry (same formula, charge and spin) = 21.41 kJ/mol

Geometry (Å):
Cs: 2.251 -1.454 1.135
I: 0.850 -1.565 4.391
C: -0.215 -3.323 4.067
C: -0.573 -4.009 5.220
C: -1.453 -5.075 5.139
C: -2.034 -5.495 3.950
C: -1.658 -4.882 2.764
C: -2.204 -5.310 1.526
C: -1.727 -4.876 0.317
C: -0.679 -3.905 0.314
C: -0.242 -3.399 1.513
C: -0.686 -3.791 2.770
H: -0.235 -3.620 6.171
H: -1.772 -5.605 6.008
H: -2.765 -6.304 3.893
H: -3.004 -6.066 1.551
H: -2.115 -5.211 -0.622
H: -0.181 -3.636 -0.607
O: 2.656 1.404 -1.306
C: 2.754 0.319 -1.966
O: 1.982 -0.693 -1.883
C: 3.988 0.257 -2.868
C: 3.954 0.302 -4.249
C: 5.116 0.374 -4.992
C: 6.348 0.254 -4.361
C: 6.406 0.120 -2.978
C: 5.243 0.166 -2.160
S: 5.382 0.131 -0.474
H: 3.040 0.361 -4.862
H: 5.075 0.443 -6.054
H: 7.253 0.250 -4.965
H: 7.346 0.023 -2.466
C: -0.140 6.114 0.577
C: -1.308 5.388 0.536
C: -1.288 4.048 0.174
C: -0.064 3.406 -0.024
C: 1.139 4.123 0.096
C: 1.076 5.477 0.380
As: 0.049 1.480 -0.218
C: -1.365 1.124 1.139
C: -0.987 1.556 2.396
C: -1.647 1.122 3.524
C: -2.811 0.374 3.388
C: -3.229 0.001 2.117
C: -2.500 0.322 0.990
C: -1.140 1.204 -1.790
C: -1.469 2.237 -2.696
C: -2.285 1.968 -3.777
C: -2.741 0.677 -4.052
C: -2.376 -0.320 -3.211
C: -1.618 -0.092 -2.075
H: -0.144 7.199 0.774
H: -2.253 5.897 0.775
H: -2.255 3.527 0.077
H: 2.092 3.632 -0.086
H: 2.000 6.046 0.539
H: -0.130 2.243 2.495
H: -1.249 1.322 4.504
H: -3.418 0.094 4.263
H: -4.156 -0.613 2.097
H: -2.806 0.069 -0.022
H: -1.104 3.248 -2.531
H: -2.567 2.775 -4.488
H: -3.357 0.480 -4.929
H: -2.728 -1.372 -3.406
H: -1.323 -0.944 -1.453



# 3
The following is a DFT calculation (wB97M-V/def2-TZVPD) of a molecular structure, C35H25BrF6IrN3O3PS2Te.

Orbital gap (spin up / spin down) = 7.3 / 5.9 eV
E_HOMO (spin up / spin down) = -7.7 / -7.7 eV
Molar mass = 1144.4 g mol⁻¹
Total energy = -6422.10464 a.u.
2S+1 = 2
Total charge = 0
Strongest force on any atom = 0.0039 Eh/bohr
Energy relative to the best compared isomer or geometry (same formula, charge and spin) = 75.32 kJ/mol

Geometry (Å):
Ir: -0.831 -0.192 -1.316
F: -6.557 -2.204 0.472
C: -5.669 -1.529 -0.278
F: -5.939 -0.220 -0.126
F: -5.923 -1.833 -1.562
C: -4.258 -1.856 0.110
C: -3.972 -2.803 1.079
C: -2.654 -3.105 1.391
C: -1.636 -2.428 0.749
N: -1.921 -1.494 -0.164
C: -3.192 -1.222 -0.524
S: -3.154 -0.099 -1.852
H: -4.785 -3.312 1.578
H: -2.408 -3.855 2.126
H: -0.592 -2.644 0.925
O: 1.329 4.949 -4.071
C: 0.848 3.819 -3.521
C: -0.427 3.717 -2.971
C: -0.812 2.513 -2.436
N: -0.029 1.420 -2.416
C: 1.193 1.539 -2.938
Br: 2.341 0.055 -2.923
C: 1.673 2.706 -3.502
H: 0.668 5.649 -4.033
H: -1.109 4.557 -2.954
H: -1.792 2.390 -1.994
H: 2.667 2.750 -3.919
F: 2.339 -5.242 -1.836
C: 2.627 -4.194 -1.043
F: 3.165 -3.237 -1.844
F: 3.594 -4.580 -0.205
C: 1.350 -3.660 -0.326
O: 1.295 -3.779 0.898
O: 0.521 -3.155 -1.118
N: 0.250 0.552 0.071
P: 0.755 0.487 1.554
C: -0.202 -0.446 2.779
C: -1.485 0.003 3.096
C: -2.276 -0.711 3.980
C: -1.790 -1.883 4.549
C: -0.524 -2.345 4.223
C: 0.272 -1.630 3.336
C: 0.787 2.177 2.221
C: 0.979 3.224 1.323
C: 1.055 4.530 1.779
C: 0.940 4.800 3.136
C: 0.747 3.762 4.036
C: 0.670 2.454 3.581
C: 2.447 -0.123 1.667
C: 3.242 0.179 2.771
C: 4.536 -0.308 2.844
C: 5.041 -1.090 1.812
C: 4.253 -1.389 0.712
C: 2.953 -0.907 0.639
H: -1.863 0.916 2.648
H: -3.269 -0.357 4.225
H: -2.407 -2.441 5.243
H: -0.153 -3.268 4.648
H: 1.245 -2.016 3.057
H: 1.057 2.995 0.266
H: 1.205 5.340 1.077
H: 0.998 5.821 3.493
H: 0.652 3.971 5.094
H: 0.506 1.649 4.287
H: 2.855 0.798 3.572
H: 5.153 -0.075 3.702
H: 6.052 -1.471 1.870
H: 4.641 -2.008 -0.085
H: 2.322 -1.139 -0.210
Te: -0.634 -1.925 -3.169
C: -0.845 -0.740 -4.886
C: -1.556 0.414 -5.099
C: -1.437 0.909 -6.421
C: -0.630 0.129 -7.197
S: -0.029 -1.207 -6.327
H: -2.165 0.877 -4.337
H: -1.932 1.799 -6.782
H: -0.367 0.274 -8.233



Question: Look up the total charge of the first one.
Answer: -1



Question: Number 1 is which compound?
Answer: C35H24N12O7P2SSc



Question: Among the records above, which one has the lowest total energy?
Answer: C35H25BrF6IrN3O3PS2Te